(1)
DFT (the ωB97M-V functional and the def2-TZVPD basis) results for C22H37BrO4SiTb as an isolated structure.

Net charge: -1
Kohn-Sham gap (alpha / beta): 6.89 / 7.00 eV
Lowest unoccupied orbital energy (alpha / beta): 2.617 / 2.623 eV
Multiplicity: 7
HOMO (alpha / beta): -4.27 / -4.37 eV

```
66
Properties=species:S:1:pos:R:3:mulliken_spin:R:1
C 2.61298 0.44549 -0.27551 0.015
C 1.79937 0.95592 0.77565 0.026
C 1.12122 -0.17853 1.33122 -0.030
H 1.69240 2.00406 1.08444 0.003
C 1.45109 -1.35085 0.57018 -0.067
C 2.34714 -0.95524 -0.45202 0.032
H 2.75609 -1.59513 -1.23718 0.001
H 3.37669 1.00396 -0.81630 -0.001
H 0.53480 -0.16741 2.24110 0.008
H 1.10099 -2.35973 0.80388 -0.003
Tb 0.05394 0.29370 -0.88143 5.813
Br -1.22693 2.65794 -0.57893 -0.002
C -0.26497 0.69061 -3.27808 0.007
C 0.63358 -0.39940 -3.49476 -0.005
C 1.95894 0.10778 -3.37914 0.009
H 0.36963 -1.40087 -3.82177 0.002
C 1.88667 1.47084 -3.00826 -0.006
C 0.52103 1.83258 -2.92788 -0.003
H 0.17415 2.83131 -2.69279 0.004
H -1.34621 0.65799 -3.35474 0.000
H 2.86958 -0.41937 -3.64950 0.000
H 2.72534 2.15453 -2.92160 0.001
C -5.17917 -3.21247 0.46573 0.000
C -4.66265 -1.95529 1.14627 0.000
C -4.67075 -0.77156 0.18557 0.001
C -5.55266 -1.72071 2.35868 0.000
O -3.30388 -2.28190 1.56167 0.001
Si -2.19877 -1.07897 1.87999 0.043
O -1.43024 -0.54421 0.57848 0.129
O -3.04468 0.02229 2.75739 0.007
C -2.94853 1.28030 3.45690 0.000
C -1.96205 2.19709 2.76542 0.002
C -4.35656 1.85470 3.51432 0.000
C -2.52988 1.05507 4.90186 0.000
O -1.14541 -1.75177 3.01052 0.014
C -1.40382 -2.73735 4.05243 0.001
C -0.18712 -2.77871 4.96959 0.000
C -2.60834 -2.38558 4.91660 0.000
C -1.55056 -4.14385 3.48206 0.000
H -6.16494 -3.01053 0.02816 0.000
H -5.27018 -4.01284 1.20682 0.000
H -4.49781 -3.55251 -0.31619 0.000
H -5.66436 -0.69032 -0.26658 0.000
H -4.47689 0.18117 0.69091 0.000
H -3.94979 -0.89996 -0.63021 0.000
H -5.59718 -2.63478 2.96434 0.000
H -5.20293 -0.88667 2.97383 0.000
H -6.56376 -1.48756 1.99624 0.000
H -2.19700 2.35283 1.70597 -0.001
H -1.96508 3.18668 3.24408 0.000
H -0.94244 1.80413 2.81956 0.000
H -4.99720 1.21502 4.13662 0.000
H -4.29860 2.84668 3.98195 0.000
H -4.82137 1.95498 2.52802 0.000
H -3.30637 0.49919 5.44268 0.000
H -1.57711 0.52039 4.98329 0.000
H -2.43356 2.04578 5.37213 0.000
H -0.01371 -1.81754 5.46202 0.000
H -0.35790 -3.53720 5.75018 0.000
H 0.72036 -3.05337 4.42093 0.000
H -3.54312 -2.34903 4.34475 0.000
H -2.68478 -3.17564 5.68269 0.000
H -2.45367 -1.42556 5.42661 0.000
H -2.43367 -4.22840 2.84284 0.000
H -0.65183 -4.41177 2.91331 0.000
H -1.64543 -4.83881 4.33180 0.000
```

(2)
DFT (the ωB97M-V functional and the def2-TZVPD basis) results for C22H37ClNO2P3Re as an isolated structure.

Net charge: +4
Kohn-Sham gap (alpha / beta): 6.48 / 4.04 eV
Lowest unoccupied orbital energy (alpha / beta): -12.824 / -15.253 eV
Multiplicity: 4
HOMO (alpha / beta): -19.30 / -19.29 eV

```
67
Properties=species:S:1:pos:R:3:mulliken_spin:R:1
P 3.81811 -0.68706 0.19457 0.620
C 4.49829 -0.62384 1.90547 0.073
H 5.55670 -0.91872 1.91559 0.034
H 3.91277 -1.30451 2.53676 -0.002
H 4.38639 0.39928 2.28755 -0.003
C 4.77736 -2.11655 -0.44808 0.073
H 4.55081 -2.23033 -1.51669 -0.002
H 4.45319 -3.02283 0.07914 -0.005
H 5.85223 -1.94933 -0.30254 0.033
C 4.82032 0.66887 -0.54693 0.071
H 5.87652 0.37313 -0.61089 0.037
H 4.71588 1.57488 0.06440 -0.007
H 4.43172 0.87457 -1.55301 -0.004
P -1.37172 3.26732 -0.73255 -0.012
C -1.29997 3.73965 1.00615 0.004
H -1.78171 4.71740 1.13917 0.000
H -0.25470 3.79745 1.33224 0.001
H -1.81582 2.98200 1.60487 0.000
C -0.28812 4.46041 -1.58796 0.001
H -0.31605 4.30338 -2.67267 -0.001
H 0.74282 4.32630 -1.23686 0.000
H -0.62544 5.47738 -1.35129 0.000
C -3.04313 3.60461 -1.35425 0.007
H -3.21959 4.68830 -1.36473 0.001
H -3.77575 3.11115 -0.70444 0.000
H -3.14977 3.20871 -2.37230 0.004
P -2.90757 -1.73581 0.30756 0.140
C -3.38464 -2.01585 2.00264 0.014
H -4.15256 -2.80317 2.02221 0.007
H -3.79086 -1.09476 2.43872 -0.001
H -2.51913 -2.34640 2.59263 -0.003
C -4.30494 -1.61720 -0.79998 0.016
H -5.00606 -2.42843 -0.55731 0.006
H -3.98249 -1.71524 -1.84490 -0.001
H -4.80530 -0.64950 -0.66073 -0.001
C -1.79652 -3.02775 -0.22795 0.014
H -2.39688 -3.82717 -0.68665 0.007
H -1.26108 -3.44128 0.63529 -0.001
H -1.06774 -2.65597 -0.95774 -0.007
Re -0.62063 0.82832 -1.53016 0.959
C 0.60969 1.24130 -0.01953 0.024
O 1.33413 1.50160 0.85523 0.035
C -2.06179 -0.01295 0.14987 0.310
O -2.35402 0.77633 1.04352 0.481
C -1.61468 0.41788 -3.40336 -0.029
C -1.12985 -0.76749 -2.84647 0.021
C 0.20074 -0.85261 -2.41086 -0.064
C 1.05249 0.25406 -2.56409 0.083
C 0.56109 1.45088 -3.11070 -0.011
C -0.77876 1.53358 -3.52113 0.015
H -2.66378 0.49612 -3.67566 0.000
H -1.78984 -1.61915 -2.73360 0.010
H 0.57264 -1.76001 -1.94879 0.013
H 2.07519 0.19146 -2.20635 -0.011
H 1.20495 2.31981 -3.18549 0.009
H -1.17158 2.46514 -3.91279 0.008
Cl -0.10945 -0.71061 5.73159 0.002
C 0.27857 -1.38949 4.20890 0.007
C 0.71030 -2.71722 4.10224 0.000
C 1.02747 -3.20141 2.83534 0.020
C 0.87935 -2.33558 1.74066 0.036
N 0.39199 -1.10570 1.84068 -0.025
C 0.14729 -0.59781 3.05032 0.002
H 0.79246 -3.32200 5.00018 0.000
H 1.37882 -4.21613 2.66238 0.001
H 1.17067 -2.66677 0.73852 -0.012
H -0.16903 0.43535 3.13500 0.001
```

(3)
DFT (the ωB97M-V functional and the def2-TZVPD basis) results for a 3-piece molecular cluster, C22H37IN2O7S overall.

SMILES string: CCCCc1c(N)c(C[C@H](C)I)c2c(c1OCCC)C(=O)N(S)C2=O.OCCO.OCCO
Net charge: 0
Kohn-Sham gap: 8.64 eV
Lowest unoccupied orbital energy: -0.613 eV
HOMO: -9.25 eV

```
70
Properties=species:S:1:pos:R:3:nbo_charge:R:1
C 2.59720 -1.84230 1.45628 -0.615
C 2.05052 -2.39188 2.78758 -0.416
C 1.75594 -1.28344 3.80279 -0.384
C 0.31187 -0.78089 3.78713 -0.431
C -0.10415 -0.38146 2.38463 -0.024
C 0.29943 0.87632 1.88389 0.141
N 1.04234 1.74854 2.73778 -0.860
C -0.00506 1.25066 0.55253 0.092
C 0.37681 2.61097 0.02047 -0.492
C -0.75971 3.60238 0.36940 -0.275
C -1.86231 3.68094 -0.68343 -0.654
I 0.01724 5.53485 0.86574 0.061
C -0.67876 0.32014 -0.23137 -0.178
C -1.10380 -0.91257 0.25155 -0.187
C -0.84427 -1.26180 1.57026 0.400
O -1.27273 -2.46293 2.06848 -0.532
C -2.49772 -2.38024 2.82696 -0.053
C -3.72543 -2.18716 1.96227 -0.431
C -4.99735 -2.20274 2.82246 -0.603
C -1.82466 -1.64813 -0.81456 0.676
O -2.24008 -2.75586 -0.80968 -0.495
N -1.89038 -0.76097 -1.92266 -0.635
S -3.49694 -0.38949 -2.47109 0.182
C -1.07277 0.38032 -1.65457 0.701
O -0.76080 1.13510 -2.52697 -0.558
H 2.19832 -2.39210 0.60802 0.208
H 3.67921 -1.87380 1.44858 0.223
H 2.26233 -0.81540 1.34318 0.188
H 2.78365 -3.08774 3.18684 0.207
H 1.16233 -2.99116 2.61042 0.210
H 1.98686 -1.64116 4.80382 0.210
H 2.41752 -0.44538 3.59860 0.204
H 0.21987 0.09426 4.41947 0.232
H -0.35847 -1.54477 4.15894 0.216
H 0.49958 2.55632 3.01566 0.380
H 1.88359 2.06396 2.27483 0.382
H 0.53848 2.56294 -1.04772 0.246
H 1.26167 2.95145 0.53546 0.239
H -1.22604 3.22619 1.27344 0.205
H -1.49462 3.40214 -1.66338 0.228
H -2.68216 3.01413 -0.42740 0.218
H -2.27677 4.68010 -0.76522 0.228
H -2.58510 -3.32382 3.35586 0.195
H -2.40299 -1.55284 3.52986 0.166
H -3.74426 -2.97104 1.21563 0.228
H -3.67464 -1.21278 1.47872 0.192
H -5.81072 -1.77825 2.24670 0.217
H -5.22730 -3.22094 3.11745 0.207
H -4.82611 -1.59289 3.70478 0.199
H -3.19072 0.50215 -3.42130 0.139
O 3.53819 2.27785 -0.12896 -0.745
C 4.05530 1.23381 -0.96391 -0.098
C 5.40723 0.77662 -0.45577 -0.088
O 5.29078 0.34575 0.88918 -0.715
H 4.06579 3.06931 -0.27903 0.474
H 3.33819 0.41621 -0.89735 0.191
H 4.11503 1.57184 -2.00249 0.174
H 5.78310 -0.05583 -1.05018 0.190
H 6.13058 1.60204 -0.50899 0.153
H 4.67016 0.95637 1.30489 0.471
O 0.56917 -0.94113 -5.43832 -0.732
C -0.82783 -1.09058 -5.69887 -0.097
C -1.32445 0.06991 -6.53283 -0.089
O -0.60958 0.15328 -7.75631 -0.721
H 0.67093 -0.20543 -4.82400 0.470
H -0.94319 -2.02462 -6.24661 0.186
H -1.37247 -1.15704 -4.75346 0.174
H -2.38205 -0.04808 -6.77167 0.181
H -1.18907 1.00850 -5.97715 0.153
H 0.30627 -0.06668 -7.54529 0.475
```

(4)
DFT (the ωB97M-V functional and the def2-TZVPD basis) results for C22H37O3SiSn as an isolated structure.

Net charge: -1
Kohn-Sham gap: 6.11 eV
Lowest unoccupied orbital energy: 2.524 eV
HOMO: -3.59 eV

```
64
Properties=species:S:1:pos:R:3:nbo_charge:R:1
O 6.04170 -1.62126 -0.25907 -0.548
C 6.39297 -2.94462 0.25592 -0.061
C 7.83483 -2.91148 -0.24012 -0.473
H 5.79766 -3.70068 -0.27428 0.190
H 6.27284 -2.99574 1.34091 0.180
C 7.34950 -1.60711 -0.90229 0.272
H 8.05028 -3.71912 -0.92456 0.205
H 8.54809 -2.78926 0.57425 0.202
C 7.15348 -1.73702 -2.39152 -0.626
H 6.59165 -2.64159 -2.64461 0.225
H 8.10838 -1.76752 -2.90427 0.196
H 6.57848 -0.87757 -2.74414 0.220
C 8.10997 -0.37271 -0.49522 -0.617
H 8.21860 -0.31845 0.58918 0.211
H 7.56001 0.48509 -0.88482 0.218
H 9.11139 -0.37491 -0.92511 0.200
Sn 0.10708 0.27142 0.06006 1.227
C -0.05957 1.82676 1.81964 -0.515
C -0.17764 0.57296 2.55858 -0.362
C 1.13919 0.16409 2.90337 -0.295
H -1.10887 0.15048 2.93801 0.231
C 2.04428 1.17265 2.47889 -0.319
C 1.34336 2.16059 1.75942 -0.286
H 1.74621 3.06628 1.31128 0.213
H -0.88504 2.47575 1.55785 0.237
H 1.38737 -0.72240 3.46733 0.204
H 3.10061 1.19524 2.75431 0.204
C -0.43036 1.19469 -2.07536 -0.486
C 0.82115 1.91446 -2.16883 -0.294
C 1.82127 0.99591 -2.55182 -0.324
H 0.93507 2.98038 -2.04371 0.209
C 1.24863 -0.28874 -2.69678 -0.279
C -0.12787 -0.22195 -2.32099 -0.415
H -0.86879 -1.01057 -2.36847 0.233
H -1.42292 1.63773 -2.14149 0.235
H 2.85547 1.24898 -2.78953 0.203
H 1.75378 -1.15516 -3.12475 0.214
O 3.91354 -2.64600 -1.43185 -0.557
C 3.50306 -1.44654 -0.72086 -0.078
C 3.62533 -1.65275 0.78561 -0.460
H 2.42834 -1.32436 -0.94466 0.199
H 4.00452 -0.55390 -1.11238 0.199
C 3.36481 -3.16566 0.88815 -0.446
H 2.94736 -1.02284 1.37649 0.256
H 4.63465 -1.38793 1.08616 0.215
C 3.46539 -3.71499 -0.54814 -0.078
H 2.36036 -3.32700 1.29789 0.216
H 4.08390 -3.64713 1.53758 0.195
H 2.47966 -4.07424 -0.88220 0.173
H 4.18696 -4.53800 -0.63786 0.162
C -4.18418 0.12833 1.93845 -1.141
Si -3.44039 0.53453 0.25753 1.940
C -4.51115 -0.23420 -1.09931 -1.139
C -3.50958 2.42583 0.04714 -1.141
O -1.91410 0.00935 0.21763 -1.366
H -5.25466 0.38657 1.95450 0.214
H -3.68436 0.71211 2.72552 0.230
H -4.08554 -0.93555 2.20489 0.230
H -5.55892 0.08907 -1.01981 0.216
H -4.15668 0.06658 -2.09563 0.230
H -4.50476 -1.33453 -1.07754 0.228
H -3.14052 2.92478 0.95739 0.226
H -2.86738 2.74684 -0.78868 0.231
H -4.52284 2.81904 -0.14817 0.218
```